Record 1
15
Properties=species:S:1:pos:R:3:mulliken_charge:R:1 method="wB97M-V/def2-TZVPD" homo_energy_ev=-9.8 gap_ev=9.351 de_lowest_ev=6.550
H -1.6003 1.0863 2.7677 0.26
H 0.0136 -0.2311 2.5467 0.28
C 1.3064 -1.5730 -1.3157 -0.84
H 1.8434 -0.9804 -1.9494 0.38
N 1.3592 0.7497 -3.1075 -0.54
H 1.4463 -2.6332 -1.2167 0.26
N -1.4227 0.4538 0.7367 -0.31
C 0.3410 -1.0046 -0.6810 0.00
C 0.6563 0.6578 -2.1221 0.35
C 0.0677 0.4943 -0.9083 0.48
H -2.2177 1.1450 0.9196 0.38
H -0.4610 -1.3673 0.1325 0.36
N -0.8138 1.2159 -0.3597 -0.60
H 0.1399 1.4132 2.4634 0.26
C -0.6583 0.5737 2.0940 -0.71

---

Record 2
15
Properties=species:S:1:pos:R:3:mulliken_charge:R:1 method="wB97M-V/def2-TZVPD" homo_energy_ev=-10.4 gap_ev=10.407 de_lowest_ev=2.147
C -0.0776 0.6400 -0.2895 0.56
H -1.4578 -1.8800 1.3095 0.33
C 1.2695 1.1046 0.0732 0.23
H -1.4100 1.7015 1.0887 0.34
C -1.1062 1.7243 0.0358 -1.49
N -1.5442 -0.9379 0.9040 -0.60
H -0.7201 2.7284 -0.1742 0.39
N 0.5061 -1.7126 0.5152 -0.52
H -2.0096 1.5845 -0.5688 0.36
C -0.3871 -0.6835 0.3948 0.47
C 1.3147 -1.9712 -0.4543 -0.29
H -0.1090 0.4578 -1.3710 0.23
H 2.0315 -2.8020 -0.3498 0.25
H 1.3496 -1.4171 -1.4073 0.21
N 2.3502 1.4631 0.2937 -0.47

---

Record 3
15
Properties=species:S:1:pos:R:3:mulliken_charge:R:1 method="wB97M-V/def2-TZVPD" homo_energy_ev=-7.8 gap_ev=8.628 de_lowest_ev=2.848
C 1.2871 -0.9380 0.4403 0.11
H 2.4201 -1.4478 -1.2816 0.29
H -2.4788 1.7104 0.1063 0.33
H 1.2049 0.8507 -1.5637 0.29
N 0.2769 0.4588 -1.2818 -0.50
H -1.9978 -0.0141 2.1528 0.22
C 2.2991 -1.5280 -0.2205 -0.87
N -1.1256 -0.3908 1.8375 -0.75
C -1.6042 1.1168 -0.1543 -0.58
C -0.7792 1.3460 -1.2320 -0.35
N 0.2660 -0.1626 -0.0303 0.27
H 1.2404 -0.9253 1.5449 0.30
H 2.9567 -2.1988 0.3422 0.24
C -0.9489 0.0943 0.6567 0.58
H -0.7909 2.1404 -1.9191 0.41

---

Record 4
15
Properties=species:S:1:pos:R:3:mulliken_charge:R:1 method="wB97M-V/def2-TZVPD" smiles="CC1=CNN=CN=C1" homo_energy_ev=-8.1 gap_ev=8.786 de_lowest_ev=4.591
H -0.2681 -2.3203 2.3100 0.28
C -0.3985 0.1384 -1.5708 0.02
C -0.3315 0.6429 0.9961 -0.07
N 0.8808 -0.4262 -1.5230 -0.56
H -0.0254 -0.6999 2.8638 0.36
C 0.2186 -0.6168 0.7920 0.42
H -0.4278 1.2690 1.9702 0.19
H 1.3086 -1.5686 2.5384 0.30
N -0.5899 1.6091 0.0079 -0.16
H 1.7307 -1.7123 -0.3524 0.47
H -0.8152 -0.2631 -2.4284 0.41
C 0.2859 -1.3873 2.1439 -1.20
C 0.9829 -0.9781 -0.4287 -0.19
H -1.1188 2.4671 0.3386 0.29
N -0.9950 1.1074 -1.1756 -0.55

---

Record 5
15
Properties=species:S:1:pos:R:3:mulliken_charge:R:1 method="wB97M-V/def2-TZVPD" smiles="C=CN1N=CCC=N1" homo_energy_ev=-8.0 gap_ev=8.854 de_lowest_ev=4.183
N -1.2275 -1.0363 0.3841 -0.43
H -1.9382 3.4896 -0.1416 0.26
H 1.0534 -2.2015 -1.0867 0.22
H 2.5464 -0.1435 0.0735 0.40
N -0.5852 0.4238 -0.2915 0.21
H -0.6305 -2.8253 0.9845 0.38
N 0.6936 0.5832 -0.1467 -0.50
H 1.7438 -2.4636 0.5265 0.30
C 1.5037 -0.3928 -0.0505 -0.23
H -0.1653 3.0572 -0.3776 0.28
H -2.4925 1.0847 0.0231 0.36
C 1.0691 -1.8288 -0.0536 -0.43
C -0.3434 -1.9089 0.4716 -0.08
C -1.4874 1.4475 -0.1253 0.00
C -1.1782 2.7350 -0.2162 -0.72

---

Record 6
15
Properties=species:S:1:pos:R:3:mulliken_charge:R:1 method="wB97M-V/def2-TZVPD" homo_energy_ev="-5.8 / -8.8" gap_ev="6.623 / 6.924" de_lowest_ev=2.623 spin_multiplicity=3
H 1.2184 -1.8750 -1.0565 0.49
C -1.7078 0.3048 -0.2105 -0.15
N 1.9169 -0.6979 0.8778 -0.67
H 0.6558 1.8703 1.4084 0.25
H -0.3671 -1.3195 -2.7642 0.38
C 0.6354 -1.0195 -0.9386 -0.25
N 0.9354 -0.1959 0.0048 -0.07
H -0.9475 2.8916 1.2301 0.26
H 1.7042 -1.7078 0.9670 0.26
N -1.6422 -0.3154 -1.3708 -0.48
C -0.8283 1.0076 0.4104 0.56
C -0.3347 1.9915 1.1086 -0.76
H 1.8069 -0.1434 1.7324 0.26
H -2.5986 0.0576 0.3935 0.29
C -0.4467 -0.8491 -1.7925 -0.37

---

Record 7
16
Properties=species:S:1:pos:R:3:mulliken_charge:R:1 method="wB97M-V/def2-TZVPD" homo_energy_ev=-9.3 gap_ev=8.105 de_lowest_ev=8.598
N 1.0365 -0.0393 -0.1635 0.35
C -1.2187 0.0979 -0.1330 0.60
H -1.8328 -1.7171 1.4514 0.27
N -0.1859 -0.7485 0.0675 -0.64
H 2.8089 -0.1784 -0.7288 0.51
H 0.6345 1.0276 1.5181 0.47
H 1.6902 -1.0789 -1.8716 0.23
C -2.4333 -0.6423 0.3420 -0.78
C 1.3573 0.7552 0.8013 0.08
C -1.1882 1.6235 -0.3729 0.09
N -0.9130 2.8539 -0.5062 -0.39
O 2.4616 1.3261 0.5086 -0.68
H 1.8595 -1.6248 -0.2885 0.38
H -3.0840 -1.0384 -0.7631 0.24
C 2.0185 -0.7540 -0.7764 -1.03
H -3.0111 0.1375 0.9149 0.31

---

Record 8
16
Properties=species:S:1:pos:R:3:mulliken_charge:R:1 method="wB97M-V/def2-TZVPD" smiles="NN1C=N[C@@H]2COC=C21" homo_energy_ev=-8.3 gap_ev=9.298 de_lowest_ev=5.710
H -0.7957 -0.9688 2.7830 0.23
O -1.5381 -1.2815 0.9882 -0.43
C 1.6707 0.3839 -0.5658 -0.01
H 0.6020 -1.8561 1.6090 0.25
C 0.3201 0.3093 1.1086 1.09
H -2.0933 -0.6114 -0.9225 0.38
N 1.5957 0.0825 0.6074 -0.69
H 0.0934 1.2771 1.6776 0.26
H 2.3997 0.2072 -1.4212 0.33
H -0.6616 -0.0580 -2.3937 0.30
C -0.3492 0.3218 -0.1552 0.05
C -1.3089 -0.5486 -0.1938 -0.65
H -0.8863 1.5290 -2.2283 0.31
N 0.4342 0.9863 -1.0264 -0.02
N -0.2381 0.8405 -2.2820 -0.70
C -0.1487 -0.9051 1.7892 -0.69